[1]
Below is a 4-piece molecular cluster, C4H16O4 overall at a distorted geometry, with properties calculated with the ωB97M-V functional and the def2-TZVPD basis.

Properties
Spin multiplicity: 1
Kohn-Sham gap: 10.00 eV
SMILES: CO.CO.CO.CO
Total charge: 0

Each line ends with the Mulliken charge.
Positions of all 24 atoms, in Å:
C  0.9509  2.9908  -0.5601  -0.48
O  0.6186  3.0911  0.8079  -0.52
H  1.6739  3.7643  -0.8153  0.27
H  1.3880  2.0278  -0.8450  0.19
H  0.0563  3.1589  -1.1742  0.22
H  -0.1107  2.4745  0.9766  0.37
C  0.0707  -1.9149  3.3023  -0.53
O  0.7539  -1.3234  2.2068  -0.52
H  0.5125  -1.6719  4.2708  0.26
H  -0.9537  -1.5542  3.2728  0.23
H  0.0599  -3.0059  3.2212  0.27
H  1.6727  -1.6053  2.2194  0.27
C  0.0944  -0.9074  -3.2544  -0.29
O  1.5061  -0.8429  -3.3551  -0.51
H  -0.2948  -1.9281  -3.3209  0.27
H  -0.2647  -0.4469  -2.3380  -0.02
H  -0.3599  -0.3568  -4.0911  0.26
H  1.8067  -1.5034  -3.9810  0.29
C  -1.8491  -0.1486  0.3744  -0.68
O  -0.8274  0.6466  0.9753  -0.53
H  -2.2562  0.4525  -0.4348  0.27
H  -1.4583  -1.1021  0.0145  0.25
H  -2.6210  -0.3623  1.1208  0.28
H  -0.1685  0.0676  1.4072  0.37

***

[2]
Below is a 2-piece molecular cluster, C4H16Si3 overall at a distorted geometry, with properties calculated with the ωB97M-V functional and the def2-TZVPD basis.

Properties
Spin multiplicity: 1
Kohn-Sham gap (alpha / beta): 8.40 / 5.42 eV
Total charge: 0

Each line ends with the Mulliken charge.
Positions of all 23 atoms, in Å:
C  5.5065  0.8803  0.4205  -1.03
C  -2.4778  1.3058  -1.1129  -1.06
C  -3.0967  0.1587  1.4784  -1.27
C  -3.0506  -1.7253  -0.8138  -1.12
Si  4.9715  -0.7910  -0.2017  0.13
Si  0.0018  -0.7557  0.7728  0.22
Si  -2.0352  -0.2572  -0.0644  0.53
H  5.0094  1.7283  -0.0200  0.35
H  5.3328  1.1524  1.5332  0.32
H  6.5196  1.2724  0.1755  0.34
H  -1.6552  1.9597  -1.3935  0.34
H  -3.0601  0.9842  -2.0842  0.25
H  -3.1894  1.9839  -0.6241  0.31
H  -3.8124  0.9700  1.2996  0.31
H  -3.6378  -0.6182  1.8431  0.44
H  -2.4893  0.5132  2.3771  0.32
H  -2.7682  -2.7415  -0.3005  0.26
H  -4.0602  -1.6789  -0.5924  0.39
H  -3.0826  -1.8082  -1.9620  0.31
H  5.9868  -1.8197  -0.9066  -0.04
H  3.6905  -0.6507  -0.8591  -0.07
H  1.1329  -0.5695  -0.3378  -0.11
H  0.2637  0.5070  1.3727  -0.13

***

[3]
Below is a 2-piece molecular cluster, C4H16Si3 overall at a distorted geometry, with properties calculated with the ωB97M-V functional and the def2-TZVPD basis.

Properties
Spin multiplicity: 1
Kohn-Sham gap (alpha / beta): 6.31 / 8.56 eV
Total charge: 0

Each line ends with the Mulliken charge.
Positions of all 23 atoms, in Å:
C  0.4678  3.1851  2.0162  -1.05
C  1.9221  -2.1910  -1.1821  -1.13
C  -1.1103  -2.1092  -1.9199  -1.02
C  -1.1766  1.3817  -0.9400  -1.09
Si  0.4305  1.2808  2.2254  0.47
Si  0.1475  -1.9267  -0.4934  0.32
Si  0.0001  0.3250  0.1376  -0.01
H  1.1101  3.4944  1.1964  0.31
H  -0.5259  3.5811  1.8256  0.30
H  0.8389  3.6655  2.9161  0.34
H  2.6699  -2.0516  -0.4062  0.32
H  2.0431  -3.2002  -1.5626  0.34
H  2.1632  -1.5079  -1.9919  0.33
H  -0.8943  -1.4369  -2.7492  0.30
H  -1.1283  -3.1206  -2.3172  0.36
H  -2.1058  -1.8850  -1.5517  0.29
H  -1.1473  2.4405  -0.6904  0.37
H  -0.9899  1.2861  -2.0075  0.34
H  -2.1865  1.0269  -0.7482  0.36
H  1.7972  0.8680  2.6207  -0.15
H  -0.4959  0.9621  3.3016  -0.14
H  -0.0657  -2.9206  0.5509  -0.12
H  -1.7639  -1.1475  1.7700  -0.05

***

In the order shown, the computed M values come out to 128.17 148.43 148.43 u.